Entry 1:
{
  "formula": "C17H24IN4OPZn",
  "method": "ωB97M-V with the def2-TZVPD basis set",
  "gap_ha": 0.0751,
  "homo_ev": -13.2,
  "total_charge": 2,
  "species": ["C", "C", "C", "C", "C", "C", "C", "C", "C", "C", "N", "C", "C", "C", "N", "C", "N", "C", "P", "O", "I", "C", "N", "C", "H", "H", "H", "H", "H", "H", "H", "H", "H", "H", "H", "H", "H", "H", "H", "H", "H", "H", "H", "H", "H", "H", "H", "H", "Zn"],
  "coordinates": [[3.346, 2.053, -0.133], [3.969, 0.733, -0.577], [4.511, 0.040, 0.697], [3.066, -0.269, -1.311], [1.849, 0.345, -2.109], [0.556, 0.079, -1.471], [0.015, -1.219, -1.505], [-1.195, -1.564, -0.973], [-1.637, -2.984, -1.107], [-1.524, -3.796, 0.170], [-0.532, -4.565, 0.290], [-1.974, -0.566, -0.307], [-3.242, -0.861, 0.350], [-3.206, -0.785, 1.921], [-2.449, -1.871, 2.486], [-1.475, 0.787, -0.293], [-2.240, 1.747, 0.254], [-1.800, 2.986, 0.277], [-2.801, 4.440, 0.947], [-3.801, 4.511, -0.336], [-4.124, 3.215, 2.559], [-0.557, 3.295, -0.328], [0.218, 2.375, -0.864], [-0.227, 1.114, -0.845], [2.885, 2.584, -0.963], [4.119, 2.709, 0.266], [2.603, 1.903, 0.652], [4.822, 0.955, -1.219], [5.046, -0.886, 0.419], [3.689, -0.284, 1.340], [5.111, 0.751, 1.278], [2.689, -1.014, -0.613], [3.670, -0.790, -2.051], [1.987, 1.397, -2.328], [1.851, -0.203, -3.056], [0.588, -1.994, -1.999], [-0.989, -3.478, -1.826], [-2.658, -3.036, -1.493], [-2.290, -3.674, 0.935], [-0.563, -5.086, 1.166], [-3.589, -1.856, 0.087], [-3.984, -0.116, 0.047], [-2.847, 0.206, 2.199], [-4.240, -0.862, 2.247], [-1.491, -1.615, 2.689], [-2.863, -2.210, 3.345], [-4.671, 4.112, -0.212], [-0.222, 4.325, -0.381], [6.597, -1.078, 1.679]]
}



Entry 2:
{
  "formula": "C17H24IrN4O3",
  "method": "ωB97M-V with the def2-TZVPD basis set",
  "gap_ha": 0.2541,
  "homo_ev": -17.9,
  "total_charge": 3,
  "relative_energy_kcal_mol": 13.9,
  "species": ["Ir", "C", "N", "C", "C", "O", "C", "O", "C", "C", "O", "N", "C", "C", "H", "H", "H", "H", "H", "H", "H", "H", "H", "H", "H", "H", "H", "H", "H", "H", "N", "C", "C", "C", "C", "C", "C", "C", "C", "N", "C", "H", "H", "H", "H", "H", "H", "H", "H"],
  "coordinates": [[-0.077, 0.183, -0.230], [3.934, 2.212, 1.505], [3.844, 0.764, 1.244], [5.054, -0.011, 1.570], [2.759, 0.240, 0.773], [1.731, 0.951, 0.502], [2.660, -1.253, 0.539], [1.411, -1.461, -0.137], [0.973, -2.819, -0.273], [-0.473, -2.746, -0.701], [-1.058, -1.607, -0.686], [-1.083, -3.831, -1.058], [-2.474, -3.815, -1.547], [-0.423, -5.151, -0.997], [3.704, 2.411, 2.551], [3.237, 2.758, 0.880], [4.949, 2.544, 1.302], [5.432, 0.327, 2.532], [5.823, 0.182, 0.824], [4.865, -1.079, 1.624], [2.667, -1.791, 1.491], [3.484, -1.614, -0.077], [1.060, -3.347, 0.681], [1.576, -3.332, -1.023], [-2.821, -2.799, -1.685], [-3.117, -4.330, -0.834], [-2.517, -4.351, -2.492], [0.355, -5.236, -1.757], [-1.168, -5.914, -1.188], [0.018, -5.331, -0.018], [-1.351, 0.585, 1.317], [-2.059, 1.843, 1.077], [-2.735, 2.551, 2.025], [-3.469, 3.694, 1.632], [-3.496, 4.084, 0.318], [-2.751, 3.373, -0.657], [-2.680, 3.710, -2.028], [-1.905, 2.955, -2.876], [-1.176, 1.876, -2.366], [-1.224, 1.556, -1.081], [-2.020, 2.261, -0.235], [-1.988, -0.209, 1.203], [-0.974, 0.548, 2.265], [-2.748, 2.226, 3.060], [-4.035, 4.239, 2.374], [-4.076, 4.945, 0.010], [-3.237, 4.560, -2.406], [-1.841, 3.179, -3.931], [-0.558, 1.267, -3.016]]
}



Entry 3:
{
  "formula": "C17H24MnN5O4S",
  "method": "ωB97M-V with the def2-TZVPD basis set",
  "gap_ha": [0.2456, 0.2835],
  "homo_ev": [-15.1, -15.2],
  "total_charge": 2,
  "spin_multiplicity": 5,
  "relative_energy_kcal_mol": 0.0,
  "s2": 6.084,
  "species": ["Mn", "O", "C", "O", "C", "C", "C", "C", "C", "N", "C", "O", "O", "H", "H", "H", "H", "C", "C", "N", "C", "S", "N", "C", "C", "H", "H", "H", "H", "H", "H", "H", "H", "H", "H", "H", "H", "C", "C", "C", "C", "N", "N", "C", "H", "H", "H", "H", "H", "H", "H", "H"],
  "coordinates": [[10.376, 11.235, 12.905], [13.700, 12.113, 15.315], [12.542, 11.806, 14.754], [12.427, 11.566, 13.577], [11.361, 11.779, 15.666], [11.223, 11.909, 17.037], [9.986, 11.726, 17.601], [8.821, 11.472, 16.819], [9.046, 11.360, 15.440], [10.242, 11.501, 14.941], [7.996, 11.067, 14.371], [6.843, 10.954, 14.498], [8.581, 10.913, 13.159], [14.386, 12.221, 14.623], [12.056, 12.162, 17.683], [9.794, 11.868, 18.675], [7.923, 11.455, 17.407], [7.618, 14.732, 8.723], [8.449, 13.682, 7.953], [9.452, 13.110, 8.841], [9.185, 12.505, 9.989], [10.416, 12.766, 11.218], [8.086, 11.825, 10.250], [6.947, 11.409, 9.356], [7.337, 10.380, 8.309], [6.726, 15.038, 8.223], [8.305, 15.596, 8.794], [7.350, 14.381, 9.727], [9.028, 14.152, 7.144], [7.848, 12.934, 7.400], [10.363, 13.593, 8.770], [8.109, 11.356, 11.136], [6.687, 12.341, 8.855], [6.097, 11.127, 9.970], [8.092, 10.788, 7.683], [6.477, 10.153, 7.721], [7.635, 9.419, 8.809], [11.879, 7.748, 8.902], [11.298, 8.071, 10.246], [10.748, 7.279, 11.200], [10.414, 8.184, 12.255], [10.867, 9.391, 11.927], [11.403, 9.332, 10.689], [9.769, 7.879, 13.577], [11.288, 8.165, 8.094], [12.075, 6.692, 8.746], [12.818, 8.250, 8.835], [10.528, 6.246, 11.067], [11.608, 10.159, 10.137], [8.737, 7.559, 13.329], [9.770, 8.673, 14.258], [10.300, 7.003, 14.026]]
}



Entry 4:
{
  "formula": "C17H24N2RhSi",
  "method": "ωB97M-V with the def2-TZVPD basis set",
  "gap_ha": [0.1639, 0.2128],
  "homo_ev": [-1.2, -3.3],
  "total_charge": -1,
  "spin_multiplicity": 5,
  "s2": 6.046,
  "species": ["C", "C", "C", "C", "C", "Rh", "C", "C", "C", "N", "H", "H", "H", "H", "H", "H", "H", "H", "H", "H", "C", "Si", "C", "C", "N", "C", "C", "C", "C", "C", "C", "H", "H", "H", "H", "H", "H", "H", "H", "H", "H", "H", "H", "H", "H"],
  "coordinates": [[-0.977, -0.933, -3.383], [0.264, -1.647, -3.110], [1.242, -0.666, -2.649], [0.605, 0.631, -2.677], [-0.740, 0.469, -3.149], [-0.536, -0.550, -1.416], [0.086, -2.802, -0.020], [-1.151, -2.529, -0.494], [-2.123, -3.339, -0.989], [-2.090, -1.290, -0.484], [2.199, -0.883, -2.297], [0.445, -2.676, -3.299], [1.021, 1.550, -2.326], [-1.475, 1.256, -3.312], [-1.865, -1.349, -3.835], [0.881, -3.157, -0.653], [-3.097, -0.951, -0.912], [0.205, -2.774, 1.020], [-2.099, -4.399, -0.759], [-2.870, -2.966, -1.637], [-2.527, 2.036, -0.005], [-0.857, 1.927, 0.826], [0.297, 3.217, 0.095], [-1.096, 2.243, 2.656], [0.021, 0.437, 0.553], [1.096, 0.023, 1.293], [2.356, -0.200, 0.661], [3.476, -0.540, 1.396], [3.378, -0.669, 2.790], [2.144, -0.512, 3.437], [1.010, -0.214, 2.705], [-2.829, 3.096, 0.029], [-3.267, 1.438, 0.557], [-2.485, 1.741, -1.066], [-0.115, 4.222, 0.221], [1.277, 3.216, 0.592], [0.461, 3.062, -0.978], [-1.828, 1.545, 3.084], [-0.169, 2.162, 3.238], [-1.490, 3.259, 2.807], [2.421, -0.060, -0.430], [4.442, -0.697, 0.871], [4.278, -0.919, 3.370], [2.059, -0.647, 4.516], [0.023, -0.158, 3.161]]
}



Entry 5:
{
  "formula": "C17H24N4O3S",
  "method": "ωB97M-V with the def2-TZVPD basis set",
  "gap_ha": 0.2970,
  "homo_ev": -7.5,
  "relative_energy_kcal_mol": 94.0,
  "smiles": "Cc1noc(C)c1S(=O)(=O)NCCN1CCN(c2ccccc2)CC1",
  "species": ["C", "C", "N", "O", "C", "C", "S", "O", "O", "N", "H", "C", "H", "C", "N", "C", "C", "N", "C", "C", "C", "C", "C", "C", "H", "H", "H", "H", "H", "C", "C", "H", "H", "H", "H", "H", "H", "H", "H", "H", "H", "H", "C", "H", "H", "H", "H", "H", "H"],
  "coordinates": [[1.087, -1.628, -1.694], [0.676, -0.213, -1.782], [-0.372, 0.197, -2.441], [-0.445, 1.548, -2.309], [0.577, 1.984, -1.563], [1.333, 0.905, -1.187], [2.803, 0.877, -0.220], [3.333, 2.212, -0.162], [3.651, -0.186, -0.666], [2.188, 0.424, 1.269], [2.834, -0.179, 1.756], [1.699, 1.530, 2.063], [2.523, 2.121, 2.483], [0.775, 1.077, 3.208], [-0.419, 0.351, 2.848], [-0.243, -1.055, 2.536], [-1.632, -1.707, 2.536], [-2.481, -1.108, 1.530], [-2.463, -1.560, 0.215], [-1.856, -2.769, -0.145], [-1.931, -3.258, -1.435], [-2.597, -2.559, -2.424], [-3.199, -1.360, -2.089], [-3.140, -0.872, -0.800], [-3.644, 0.059, -0.595], [-3.726, -0.792, -2.841], [-2.646, -2.939, -3.432], [-1.451, -4.199, -1.666], [-1.313, -3.356, 0.579], [-2.624, 0.299, 1.836], [-1.254, 0.991, 1.851], [-1.372, 2.044, 2.116], [-0.819, 0.922, 0.837], [-3.282, 0.795, 1.127], [-3.070, 0.379, 2.832], [-1.561, -2.784, 2.400], [-2.099, -1.521, 3.509], [0.382, -1.510, 3.307], [0.236, -1.207, 1.555], [0.461, 1.980, 3.743], [1.342, 0.452, 3.902], [1.151, 2.174, 1.374], [0.723, 3.432, -1.296], [-0.051, 3.771, -0.608], [0.611, 3.989, -2.224], [1.705, 3.612, -0.867], [0.730, -2.055, -0.758], [2.173, -1.690, -1.709], [0.649, -2.189, -2.514]]
}